# 1
Computed, not measured: a 16-piece molecular cluster, C64H114O30 overall in a non-equilibrium geometry, with ωB97M-V with the def2-TZVPD basis set.

Element x y z (Å)
C (-0.0658, -3.6811, 3.5732)
C (1.0154, -4.4110, 2.7827)
C (0.2158, -5.4243, 1.8929)
O (-1.0853, -5.5210, 2.5078)
C (-1.0089, -4.8390, 3.7551)
H (-0.4939, -2.8996, 2.9455)
H (0.3874, -3.3275, 4.4993)
H (1.6903, -4.9929, 3.4104)
H (1.4909, -3.5951, 2.2384)
H (0.7451, -6.3771, 1.9090)
H (0.0737, -5.0493, 0.8794)
H (-0.6467, -5.5083, 4.5355)
H (-1.9968, -4.5055, 4.0729)
C (-3.2781, -1.9823, 5.0046)
C (-2.9833, -0.7238, 4.2423)
C (-2.9284, 0.3109, 5.3702)
O (-3.7858, -0.1897, 6.4411)
C (-4.1774, -1.4942, 6.1316)
H (-2.3719, -2.4765, 5.3550)
H (-3.8826, -2.6780, 4.4227)
H (-3.8420, -0.4360, 3.6358)
H (-2.0322, -0.7742, 3.7123)
H (-3.2007, 1.2970, 4.9942)
H (-1.8695, 0.2882, 5.6280)
H (-5.1991, -1.5354, 5.7542)
H (-4.0133, -2.1866, 6.9573)
C (-0.2131, -6.8719, -1.7269)
C (-1.1454, -7.7439, -0.9209)
C (-0.2044, -8.9422, -0.7190)
O (0.7806, -8.8447, -1.7823)
C (0.4394, -7.8201, -2.6654)
H (0.5655, -6.4019, -1.1260)
H (-0.7364, -6.0921, -2.2802)
H (-2.0461, -8.0314, -1.4633)
H (-1.4664, -7.1525, -0.0635)
H (-0.7845, -9.8552, -0.5846)
H (0.3011, -8.7719, 0.2316)
H (-0.1656, -8.2557, -3.4606)
H (1.3619, -7.4580, -3.1191)
C (-0.9455, 3.7287, 2.8300)
C (-0.3633, 5.0597, 2.4909)
C (0.5529, 5.2868, 3.6877)
O (1.0679, 3.9656, 3.9858)
C (0.1620, 2.9353, 3.4263)
H (-1.4187, 3.2521, 1.9715)
H (-1.6876, 3.8148, 3.6237)
H (-1.1169, 5.8317, 2.3352)
H (0.2273, 5.0308, 1.5752)
H (-0.1091, 5.5761, 4.5039)
H (1.3478, 5.9961, 3.4573)
H (-0.2196, 2.1949, 4.1293)
H (0.6538, 2.3677, 2.6364)
C (-4.7055, 2.4447, 2.2539)
C (-5.4175, 3.7726, 2.1300)
C (-6.9367, 3.5145, 2.1156)
O (-7.0351, 2.1738, 1.6880)
C (-5.7490, 1.6464, 1.4418)
H (-4.7280, 2.0805, 3.2810)
H (-3.6880, 2.5642, 1.8817)
H (-5.0712, 4.2207, 1.1986)
H (-5.1547, 4.5500, 2.8475)
H (-7.3876, 4.1361, 1.3421)
H (-7.4508, 3.6131, 3.0717)
H (-5.4684, 1.7402, 0.3928)
H (-5.6856, 0.5847, 1.6804)
C (-7.7278, 2.2404, -2.5945)
C (-6.6616, 1.7956, -3.5304)
C (-5.3493, 2.0555, -2.7698)
O (-5.6858, 3.0660, -1.8399)
C (-7.1111, 3.3771, -1.9125)
H (-7.9955, 1.5043, -1.8366)
H (-8.6584, 2.5348, -3.0797)
H (-6.8581, 2.3985, -4.4170)
H (-6.7844, 0.7885, -3.9288)
H (-4.6389, 2.3053, -3.5578)
H (-5.0207, 1.1510, -2.2579)
H (-7.3005, 4.2796, -2.4936)
H (-7.5965, 3.5465, -0.9514)
C (5.1241, -0.0713, 1.8020)
C (5.7104, -1.1704, 2.6769)
C (6.0948, -2.2888, 1.6254)
O (6.5893, -1.4305, 0.5890)
C (5.8877, -0.2656, 0.4792)
H (5.2438, 0.9483, 2.1683)
H (4.0528, -0.2592, 1.7310)
H (5.0692, -1.4923, 3.4974)
H (6.6207, -0.8199, 3.1634)
H (5.2416, -2.8471, 1.2403)
H (6.8885, -2.9496, 1.9739)
H (5.1733, -0.2744, -0.3440)
H (6.6032, 0.5265, 0.2586)
C (-4.1256, -2.6772, 0.8907)
C (-2.8964, -3.3246, 0.3260)
C (-2.8558, -2.9318, -1.1249)
O (-4.2492, -2.7465, -1.4108)
C (-4.8658, -2.1142, -0.2623)
H (-3.9949, -1.8569, 1.5965)
H (-4.6190, -3.4858, 1.4300)
H (-3.0014, -4.4012, 0.1923)
H (-1.9597, -3.0511, 0.8117)
H (-2.4911, -3.6696, -1.8395)
H (-2.2402, -2.0630, -1.3578)
H (-5.9391, -2.3040, -0.2710)
H (-4.8021, -1.0356, -0.4063)
C (3.7836, -3.6249, -2.6999)
C (4.3946, -3.8991, -1.3090)
C (3.1917, -3.5495, -0.4448)
O (2.0476, -4.0122, -1.1501)
C (2.2859, -3.8563, -2.5605)
H (4.3012, -4.1862, -3.4778)
H (4.0235, -2.5988, -2.9785)
H (5.3006, -3.3391, -1.0774)
H (4.6046, -4.9685, -1.3297)
H (3.0509, -2.4831, -0.2684)
H (3.1898, -3.9983, 0.5485)
H (1.6838, -3.0312, -2.9411)
H (2.0080, -4.8121, -3.0045)
C (4.8950, 6.0488, 2.8814)
C (4.7940, 4.8745, 1.8953)
C (4.1589, 3.6872, 2.6159)
O (3.4125, 3.0687, 1.6282)
C (3.1037, 3.8952, 0.6369)
O (2.2169, 3.6894, -0.2607)
O (3.8912, 5.0404, 0.8244)
H (3.9265, 6.3895, 3.2476)
H (5.3836, 6.9212, 2.4475)
H (5.4021, 5.6891, 3.7768)
H (5.7393, 4.6619, 1.3960)
H (3.4818, 3.9375, 3.4325)
H (4.9585, 3.0174, 2.9323)
C (2.8778, -0.5709, -5.5096)
C (3.2094, 0.3963, -6.6946)
C (4.0782, -0.1808, -7.7382)
O (3.3222, -0.1108, -8.9346)
C (2.0837, 0.3627, -8.6832)
O (1.1512, 0.4307, -9.5005)
O (2.0021, 0.6688, -7.3900)
H (2.0274, -0.0880, -5.0282)
H (3.6587, -0.7474, -4.7698)
H (2.3958, -1.4996, -5.8151)
H (3.5459, 1.3886, -6.3945)
H (4.2947, -1.2312, -7.5435)
H (5.0509, 0.3029, -7.8279)
C (1.6786, 0.0965, -1.9097)
C (0.9558, -0.4285, -0.7105)
C (1.0878, 0.2038, 0.7012)
O (-0.2201, 0.4972, 1.1429)
C (-1.0547, 0.3428, 0.1131)
O (-2.2203, 0.6462, 0.1798)
O (-0.3804, -0.1340, -0.9821)
H (2.7681, 0.1226, -1.9282)
H (1.3339, 1.0847, -2.2142)
H (1.3800, -0.5288, -2.7512)
H (0.9619, -1.5183, -0.6881)
H (1.5390, 1.1831, 0.5413)
H (1.7819, -0.3820, 1.3037)
C (-3.1275, -0.2696, -4.0747)
C (-2.2629, -1.2171, -4.8503)
C (-0.7990, -0.7994, -4.6994)
O (-0.1941, -2.0339, -4.4879)
C (-1.1258, -3.0405, -4.2906)
O (-0.8108, -4.1826, -4.0417)
O (-2.3698, -2.5083, -4.3022)
H (-2.9269, -0.1919, -3.0061)
H (-4.1879, -0.4890, -4.1998)
H (-3.1105, 0.7577, -4.4386)
H (-2.5226, -1.2246, -5.9089)
H (-0.7007, -0.1162, -3.8559)
H (-0.4068, -0.3853, -5.6283)
C (2.8384, 4.0571, -4.2179)
C (4.3090, 3.5920, -4.2223)
C (5.0025, 3.8606, -2.8745)
O (5.4939, 2.5780, -2.5016)
C (5.0222, 1.6423, -3.3717)
O (5.3253, 0.4443, -3.2465)
O (4.2823, 2.1789, -4.3188)
H (2.4352, 4.0150, -5.2296)
H (2.9406, 5.1312, -4.0634)
H (2.2695, 3.6558, -3.3792)
H (4.8447, 4.0179, -5.0707)
H (4.3039, 4.2439, -2.1309)
H (5.6803, 4.7007, -3.0262)
C (-0.9402, 5.8692, -1.0565)
C (-1.0376, 4.3012, -1.0362)
C (-2.4173, 3.6272, -1.3358)
O (-2.1445, 2.8722, -2.5109)
C (-0.8746, 2.9776, -2.8871)
O (-0.3885, 2.3184, -3.8526)
O (-0.2757, 3.8861, -2.1702)
H (-1.3275, 6.1945, -2.0221)
H (0.0809, 6.2276, -0.9266)
H (-1.6327, 6.3386, -0.3577)
H (-0.6858, 3.8612, -0.1030)
H (-3.1789, 4.3728, -1.5641)
H (-2.8479, 2.9777, -0.5737)
C (0.4645, 0.9694, 7.0300)
C (1.7931, 0.7603, 6.3610)
C (2.7176, -0.2483, 7.0374)
O (2.9263, -1.2067, 5.9960)
C (2.3381, -0.7803, 4.8333)
O (2.4293, -1.3353, 3.7381)
O (1.7072, 0.3255, 5.0672)
H (-0.1116, 1.7632, 6.5545)
H (0.6202, 1.1292, 8.0969)
H (-0.1595, 0.0767, 6.9868)
H (2.3534, 1.6625, 6.1156)
H (2.2546, -0.7088, 7.9101)
H (3.6080, 0.3677, 7.1629)

Cartesian forces (eV/Å) of the 2 atoms listed first:
C 0.6 -1.2 0.1
C -0.4 0.3 -1.1

For the lowest unoccupied orbital energy, the calculation gives -0.0016 Eh. For the HOMO-LUMO gap, the calculation gives 8.8 eV. The value obtained for the energy above the lowest of the compared OMol25 structures with the same formula, charge and spin is 0.345 eV. The calculation puts the total energy at -129636.3967 eV.


# 2
Computed, not measured: a 5-piece molecular cluster, C64H144ClO4P4 overall in a non-equilibrium geometry, with ωB97M-V with the def2-TZVPD basis set.

Element x y z (Å)
Cl (9.3289, 0.1086, -16.5165)
O (9.1272, -0.6415, -15.2955)
O (10.4441, -0.4888, -17.2209)
O (8.1320, 0.0692, -17.3266)
O (9.6568, 1.4768, -16.1607)
C (10.3022, 5.6988, -17.2939)
C (9.1046, 4.8252, -17.7193)
C (9.5537, 3.6987, -18.6323)
C (9.8781, 4.1546, -20.0722)
P (11.0632, 3.1571, -20.9646)
C (12.6875, 3.5584, -20.2908)
C (13.5784, 2.4065, -19.8221)
C (14.9782, 2.8970, -19.4890)
C (15.9133, 1.7646, -19.1370)
C (10.6589, 1.4177, -20.8093)
C (9.1576, 1.1373, -21.1094)
C (8.8700, 0.1699, -22.2574)
C (9.3589, -1.2535, -21.9803)
C (11.1063, 3.5986, -22.7135)
C (11.2447, 5.0676, -23.0088)
C (11.5185, 5.3707, -24.5009)
C (10.2973, 5.8362, -25.2738)
H (11.1515, 5.1417, -16.8920)
H (9.9912, 6.4220, -16.5403)
H (10.6475, 6.2626, -18.1631)
H (8.4665, 5.5092, -18.2875)
H (8.5702, 4.4351, -16.8595)
H (8.7633, 2.9646, -18.8284)
H (10.3864, 3.1683, -18.1597)
H (10.3439, 5.1485, -20.1350)
H (8.9702, 4.2006, -20.6781)
H (12.3995, 4.0612, -19.3561)
H (13.2941, 4.2313, -20.8919)
H (13.6277, 1.6049, -20.5663)
H (13.1827, 1.9311, -18.9174)
H (14.8621, 3.5984, -18.6488)
H (15.4074, 3.5451, -20.2592)
H (16.1734, 1.2080, -20.0433)
H (15.4042, 1.0104, -18.5323)
H (16.8109, 2.0960, -18.6229)
H (10.8156, 1.2313, -19.7343)
H (11.3687, 0.7527, -21.3015)
H (8.6145, 2.0732, -21.2946)
H (8.7135, 0.7427, -20.1885)
H (9.3986, 0.5216, -23.1511)
H (7.8074, 0.2888, -22.4739)
H (9.4495, -1.3746, -20.8981)
H (10.3459, -1.3768, -22.4105)
H (8.6696, -1.9751, -22.4075)
H (10.1655, 3.1975, -23.1173)
H (11.9032, 2.9874, -23.1470)
H (12.0590, 5.4860, -22.4067)
H (10.3631, 5.6359, -22.7064)
H (12.0677, 4.5929, -25.0310)
H (12.2138, 6.2172, -24.5015)
H (10.6231, 6.3145, -26.1977)
H (9.6665, 6.5557, -24.7509)
H (9.6414, 5.0041, -25.5498)
C (2.4577, -1.8092, -14.8852)
C (2.9508, -0.7331, -15.8371)
C (3.1290, -1.2765, -17.2608)
C (4.0866, -0.4612, -18.1333)
P (4.3541, -1.3109, -19.7084)
C (5.3940, -0.2770, -20.7556)
C (4.6993, 0.9024, -21.4273)
C (5.7125, 2.0176, -21.7217)
C (5.3316, 2.9500, -22.8407)
C (5.2347, -2.8524, -19.4158)
C (6.5776, -2.6989, -18.7046)
C (6.9586, -3.8776, -17.7898)
C (8.0697, -3.5134, -16.8304)
C (2.7622, -1.6141, -20.4950)
C (2.8928, -2.2786, -21.8759)
C (1.5376, -2.6515, -22.4769)
C (0.6624, -1.4403, -22.7090)
H (3.1388, -2.6624, -14.8803)
H (1.4990, -2.2344, -15.1881)
H (2.3778, -1.3847, -13.8855)
H (3.9086, -0.3756, -15.4514)
H (2.2577, 0.1108, -15.8583)
H (2.1545, -1.2644, -17.7637)
H (3.4007, -2.3376, -17.2532)
H (5.1006, -0.4261, -17.7200)
H (3.6941, 0.5317, -18.3604)
H (5.9376, -0.9193, -21.4544)
H (6.1719, 0.0696, -20.0568)
H (3.9322, 1.3432, -20.7798)
H (4.2033, 0.5755, -22.3390)
H (6.6652, 1.5361, -21.9756)
H (5.9608, 2.6042, -20.8313)
H (4.7033, 2.5072, -23.6189)
H (6.2291, 3.1827, -23.4282)
H (4.8982, 3.9077, -22.5629)
H (5.4663, -3.1783, -20.4366)
H (4.5673, -3.5978, -18.9825)
H (6.6740, -1.7963, -18.0938)
H (7.3558, -2.5983, -19.4682)
H (7.2211, -4.7492, -18.3919)
H (6.0517, -4.1264, -17.2285)
H (8.3613, -4.4374, -16.3133)
H (7.6505, -2.9560, -15.9898)
H (8.9577, -3.0392, -17.2370)
H (2.4065, -0.5825, -20.6291)
H (2.0996, -2.1625, -19.8275)
H (3.4819, -3.1894, -21.7194)
H (3.4630, -1.6330, -22.5483)
H (1.0073, -3.3141, -21.7886)
H (1.7458, -3.1437, -23.4251)
H (1.1309, -0.7913, -23.4576)
H (0.3817, -0.8908, -21.8118)
H (-0.2811, -1.7170, -23.1855)
C (6.3118, 3.5541, -8.2052)
C (5.8173, 3.6833, -9.6508)
C (6.6915, 2.9611, -10.6616)
C (6.4548, 3.4514, -12.0736)
P (7.2861, 2.4498, -13.3345)
C (9.0350, 2.3103, -12.9974)
C (9.8153, 3.5744, -13.3862)
C (11.3024, 3.3132, -13.2569)
C (11.8055, 3.2713, -11.8165)
C (6.5291, 0.8074, -13.4329)
C (7.1506, -0.2317, -12.5157)
C (6.8585, -1.6767, -12.9328)
C (7.1318, -2.7253, -11.8572)
C (6.9911, 3.2625, -14.9179)
C (5.5742, 3.0472, -15.4725)
C (5.1705, 4.0215, -16.5699)
C (5.7047, 3.6602, -17.9518)
H (5.9120, 4.3350, -7.5637)
H (7.4000, 3.7063, -8.2164)
H (6.1420, 2.5807, -7.7508)
H (5.6761, 4.7317, -9.9238)
H (4.8015, 3.2652, -9.6541)
H (6.5481, 1.8813, -10.5560)
H (7.7406, 3.0911, -10.3703)
H (6.8981, 4.4446, -12.2120)
H (5.3930, 3.5007, -12.3213)
H (9.3851, 1.4897, -13.6303)
H (9.2135, 2.1298, -11.9383)
H (9.4812, 4.4384, -12.8096)
H (9.6019, 3.7461, -14.4478)
H (11.9010, 3.9828, -13.8783)
H (11.5202, 2.3246, -13.6833)
H (12.8912, 3.1392, -11.8451)
H (11.4415, 2.3735, -11.3164)
H (11.6256, 4.1866, -11.2579)
H (6.6596, 0.5114, -14.4804)
H (5.4663, 0.9864, -13.2411)
H (6.8516, -0.0483, -11.4810)
H (8.2352, -0.0560, -12.4992)
H (7.2795, -1.9022, -13.9122)
H (5.7679, -1.6400, -13.0611)
H (8.0386, -3.3032, -12.0219)
H (6.2903, -3.4088, -11.7412)
H (7.2075, -2.2727, -10.8626)
H (7.7189, 2.8172, -15.6132)
H (7.2855, 4.3085, -14.8041)
H (4.9092, 3.3140, -14.6333)
H (5.3226, 2.0202, -15.7276)
H (5.4321, 5.0592, -16.3547)
H (4.0799, 4.0015, -16.6224)
H (5.5535, 4.4926, -18.6392)
H (5.0857, 2.8478, -18.3613)
H (6.7252, 3.2785, -17.9927)
C (15.1344, 2.0171, -13.8456)
C (15.7563, 0.6570, -13.7610)
C (15.0548, -0.3475, -14.6831)
C (15.5339, -1.7751, -14.4121)
P (14.4691, -3.0353, -15.1284)
C (13.0571, -3.4421, -14.0800)
C (11.7304, -2.6990, -14.3306)
C (10.8000, -3.1317, -13.1800)
C (10.3407, -4.5946, -13.1885)
C (13.8280, -2.5144, -16.7284)
C (14.9413, -2.5114, -17.7653)
C (14.5713, -1.9878, -19.1267)
C (13.4467, -2.7773, -19.7921)
C (15.4402, -4.5217, -15.3843)
C (15.8393, -5.1717, -14.0567)
C (16.8215, -6.3329, -14.2305)
C (16.2097, -7.6087, -14.7705)
H (15.3926, 2.6729, -13.0166)
H (14.0556, 1.9937, -14.0151)
H (15.5121, 2.5480, -14.7309)
H (15.7427, 0.2720, -12.7384)
H (16.8093, 0.7303, -14.0482)
H (15.2821, -0.1567, -15.7283)
H (13.9856, -0.2266, -14.4822)
H (15.5983, -1.9599, -13.3352)
H (16.5345, -1.9440, -14.8204)
H (13.3816, -3.3270, -13.0477)
H (12.8452, -4.4751, -14.3682)
H (11.2555, -2.9658, -15.2749)
H (11.7195, -1.6113, -14.2333)
H (9.9084, -2.4986, -13.1571)
H (11.3217, -2.9550, -12.2318)
H (11.0969, -5.2901, -12.8195)
H (10.0079, -4.9168, -14.1801)
H (9.4826, -4.7290, -12.5288)
H (13.3073, -1.5595, -16.6083)
H (13.0446, -3.2324, -16.9889)
H (15.3639, -3.5134, -17.8876)
H (15.8006, -1.9321, -17.3979)
H (15.4974, -2.0465, -19.7059)
H (14.2472, -0.9471, -19.1055)
H (13.1342, -2.3811, -20.7525)
H (12.5689, -2.7727, -19.1367)
H (13.7328, -3.8216, -19.9468)
H (16.3602, -4.1403, -15.8440)
H (14.9482, -5.2497, -16.0267)
H (14.9205, -5.5259, -13.5640)
H (16.1962, -4.4204, -13.3431)
H (17.3200, -6.5322, -13.2777)
H (17.6434, -5.9629, -14.8576)
H (16.9585, -8.3938, -14.8352)
H (15.8911, -7.4447, -15.8072)
H (15.3480, -7.9272, -14.1887)

Cartesian forces (eV/Å) of the 2 atoms listed first:
Cl 0.9 -0.6 0.6
O -0.4 0.2 0.1

For the lowest unoccupied orbital energy, the calculation gives -0.1724 Eh. For the HOMO-LUMO gap, the calculation gives 10.9 eV. As for the net charge: +3. The value obtained for the energy above the lowest of the compared OMol25 structures with the same formula, charge and spin is 0.000 eV. The calculation puts the total energy at -126547.7676 eV.